DFT (ωB97M-V with the def2-TZVPD basis set) results for a structure of composition C57H65BrFN8O2Pb in a non-equilibrium geometry.

Computed properties:
- lowest unoccupied orbital energy (eV) = 1.23
- relative energy (zero: lowest compared OMol25 entry of this formula, charge and spin) (kJ/mol) = 198.7
- net charge = -1
- M (g/mol) = 1200.30
- electronic energy (hartree) = -5666.3107

Last column: Löwdin charge in e.
Atoms and positions in Å:
1 Pb 0.53905 0.27603 0.13109  1.450
2 C 4.98757 -4.09277 2.26546  -0.083
3 C 4.38021 -3.03641 3.20074  -0.189
4 C 3.87957 -1.85695 2.42883  -0.129
5 C 4.46821 -0.64545 2.28573  -0.126
6 C 5.72573 -0.15828 2.93191  -0.192
7 C 6.96793 -0.43874 2.07781  -0.081
8 C 3.64133 0.11520 1.34957  -0.251
9 N 2.55119 -0.63848 0.99528  -0.022
10 C 2.66057 -1.83669 1.61244  -0.249
11 C 1.75061 -2.87433 1.56312  -0.004
12 C 0.47877 -2.94371 0.92966  -0.269
13 C -0.50653 -3.94850 1.32780  -0.147
14 C -0.17367 -5.14396 2.16710  -0.197
15 C 0.69293 -6.13499 1.37731  -0.085
16 C -1.69535 -3.61942 0.78172  -0.041
17 C -1.43064 -2.48760 -0.19539  -0.285
18 C -2.02412 -1.37436 -1.96005  -0.179
19 C -1.16546 -0.37171 -2.66966  -0.178
20 N -0.18557 0.36309 -2.14608  -0.022
21 C 0.20132 1.27677 -3.10974  -0.254
22 C 1.12056 2.31023 -2.91351  0.078
23 C 2.01506 2.51925 -1.87553  -0.256
24 N 2.25724 1.62978 -0.86084  -0.019
25 C 3.30769 2.08120 -0.16823  -0.244
26 C 3.95283 1.36547 0.88133  0.027
27 C 3.73582 3.35780 -0.69004  -0.143
28 C 2.92400 3.63204 -1.76015  -0.139
29 C 2.88319 4.87124 -2.60097  -0.194
30 C 3.60369 4.72828 -3.94684  -0.091
31 C 4.83438 4.19939 -0.11815  -0.201
32 C 6.21611 3.84758 -0.68357  -0.090
33 C -0.57368 1.07809 -4.28779  -0.147
34 C -1.43487 0.02808 -4.01139  -0.139
35 C -2.44821 -0.58717 -4.92780  -0.188
36 C -2.05417 -2.00389 -5.36056  -0.079
37 C -0.48968 1.85462 -5.56459  -0.201
38 C 0.46531 1.22466 -6.58431  -0.088
39 N -0.06945 -2.07495 0.10327  0.007
40 C -2.96027 -4.32549 1.18115  -0.178
41 C -3.13259 -5.75224 0.63904  -0.079
42 H 5.47198 -4.89383 2.82670  0.068
43 H 5.72676 -3.62684 1.61267  0.069
44 H 4.21297 -4.52748 1.63356  0.062
45 H 5.13373 -2.71028 3.92069  0.100
46 H 3.56114 -3.48594 3.76910  0.107
47 H 5.84140 -0.64208 3.90428  0.103
48 H 5.65193 0.91572 3.11710  0.101
49 H 7.10636 -1.51304 1.94768  0.064
50 H 7.86343 -0.03026 2.55005  0.068
51 H 6.86023 0.00766 1.08848  0.071
52 H 1.99813 -3.72488 2.18410  0.076
53 H -1.08576 -5.64339 2.49418  0.092
54 H 0.36082 -4.83508 3.07072  0.107
55 H 0.21187 -6.38602 0.43108  0.077
56 H 0.85226 -7.05500 1.94366  0.069
57 H 1.66576 -5.70002 1.14567  0.058
58 H -2.97533 -1.34579 -2.49349  0.126
59 H 1.15398 3.04443 -3.71154  0.102
60 H 4.84587 1.82034 1.29369  0.097
61 H 3.33539 5.69437 -2.04251  0.099
62 H 1.84069 5.14316 -2.78249  0.109
63 H 4.65946 4.49958 -3.79437  0.064
64 H 3.53161 5.65413 -4.52143  0.066
65 H 3.16758 3.92464 -4.54105  0.063
66 H 4.85490 4.07810 0.96848  0.099
67 H 4.62644 5.25285 -0.32181  0.099
68 H 6.45642 2.80177 -0.48546  0.065
69 H 6.98941 4.47030 -0.22778  0.065
70 H 6.23583 4.00250 -1.76298  0.064
71 H -2.56261 0.03844 -5.81637  0.096
72 H -3.42384 -0.62913 -4.43311  0.111
73 H -1.09945 -1.98813 -5.89116  0.068
74 H -2.81048 -2.43871 -6.01740  0.069
75 H -1.94849 -2.64827 -4.48762  0.052
76 H -0.17267 2.87958 -5.35486  0.097
77 H -1.48715 1.91048 -6.00779  0.101
78 H 1.48032 1.18844 -6.18634  0.073
79 H 0.47653 1.80290 -7.51091  0.065
80 H 0.15226 0.20566 -6.81526  0.065
81 H -3.82165 -3.72649 0.90137  0.085
82 H -2.94984 -4.39009 2.27527  0.111
83 H -3.12527 -5.75495 -0.44460  0.054
84 H -4.08570 -6.16059 0.98239  0.072
85 H -2.33154 -6.40853 0.98820  0.054
86 Br -3.90632 1.47712 7.16802  0.659
87 C -3.95554 1.26963 5.27074  -0.715
88 C -3.66984 2.35318 4.45819  -0.139
89 C -3.68716 2.20774 3.08616  -0.032
90 C -3.94018 0.95926 2.48608  -0.230
91 C -4.25806 -0.11417 3.34296  -0.028
92 C -4.27616 0.04227 4.71798  -0.147
93 N -3.89227 0.77586 1.13136  -0.065
94 C -4.35644 -0.44891 0.57460  -0.069
95 C -3.71422 -1.34803 -0.23566  -0.241
96 C -4.47916 -2.34544 -0.92105  -0.140
97 C -4.01718 -3.38322 -1.74897  -0.180
98 C -2.73815 -3.69991 -2.12114  -0.164
99 C -1.58199 -2.84703 -1.78778  -0.136
100 N -2.27283 -1.26292 -0.47947  0.064
101 H -3.42807 3.31477 4.89044  0.098
102 H -3.46965 3.07216 2.47590  0.104
103 H -4.46612 -1.08728 2.91796  0.099
104 H -4.52528 -0.79166 5.36115  0.096
105 H -5.39369 -0.65512 0.82303  0.112
106 H -5.55243 -2.28448 -0.77274  0.081
107 H -4.79403 -4.05559 -2.10653  0.096
108 H -2.55602 -4.61513 -2.67222  0.079
109 H -0.64467 -3.16957 -2.24204  0.138
110 C 2.68455 2.87894 3.96005  -0.053
111 O 2.10391 1.59929 4.20018  -0.046
112 C 1.02615 1.31801 3.42993  -0.609
113 O 0.60152 2.04951 2.56586  0.002
114 N 0.48808 0.13383 3.83022  0.012
115 N -0.45822 -0.50753 3.04023  0.058
116 H 3.63300 2.87591 4.49137  0.089
117 H 2.03906 3.66557 4.35468  0.095
118 H 2.83379 3.03901 2.89312  0.077
119 H 1.00795 -0.38205 4.52195  0.146
120 H -1.33339 -0.62386 3.53149  0.086
121 H -0.11315 -1.38814 2.68259  0.053
122 F -6.80303 5.62914 -1.96970  0.034
123 C -5.99012 4.68618 -1.42966  -0.291
124 C -4.88072 4.27343 -2.14019  -0.012
125 C -4.05537 3.31539 -1.57290  -0.024
126 C -4.32798 2.77859 -0.31566  -0.181
127 C -3.33450 1.79489 0.26163  -0.111
128 C -5.46109 3.20945 0.36341  -0.021
129 C -6.30098 4.16748 -0.19057  -0.011
130 H -4.66907 4.68909 -3.11675  0.114
131 H -3.17396 2.98034 -2.10927  0.116
132 H -2.56299 2.34902 0.80256  0.126
133 H -2.83983 1.30765 -0.56244  0.101
134 H -5.69504 2.80099 1.33882  0.110
135 H -7.18541 4.51334 0.32811  0.114